[1]
A structure of composition C27H46BrCaNOP2S in a non-equilibrium geometry, computed with the ωB97M-V functional and the def2-TZVPD basis.

Structure (XYZ):
```
80
Properties=species:S:1:pos:R:3
N 1.900 -2.229 -9.466
C 1.702 -3.340 -8.761
C 1.333 -3.314 -7.409
C 1.156 -2.081 -6.743
C 1.453 -0.907 -7.500
C 1.765 -1.040 -8.870
C 0.727 -2.085 -5.355
Ca -0.616 -2.259 0.296
P -4.647 1.768 3.637
C 0.395 -0.933 -4.726
C 0.290 -0.740 -3.309
C -0.453 0.362 -2.831
C -0.529 0.630 -1.476
C 0.415 0.028 -0.589
C 1.117 -1.140 -1.074
C 0.897 -1.611 -2.373
Br -1.341 -0.224 1.950
H 0.610 -3.062 -4.873
H 0.139 -0.089 -5.363
H 1.134 -4.266 -6.911
H 1.390 0.089 -7.056
H 1.852 -4.285 -9.291
H 1.935 -0.149 -9.488
H -0.974 0.962 -3.580
H 1.363 -2.546 -2.698
H -1.278 1.344 -1.097
H 1.897 -1.601 -0.460
P 1.355 0.900 0.742
C -4.794 0.205 2.674
C -6.256 -0.107 2.387
H -4.328 -0.596 3.256
H -4.227 0.315 1.741
H -6.371 -1.115 1.993
H -6.863 -0.027 3.290
H -6.684 0.575 1.648
C -4.084 2.944 2.347
C -4.283 4.390 2.795
H -4.678 2.739 1.452
H -3.031 2.730 2.135
H -4.133 5.073 1.954
H -5.296 4.556 3.180
H -3.575 4.691 3.576
C -3.116 1.583 4.648
C -3.331 0.907 5.998
H -2.702 2.592 4.797
H -2.428 0.996 4.021
H -2.368 0.681 6.458
H -3.883 1.538 6.697
H -3.870 -0.032 5.903
C 2.060 0.828 2.499
C 3.398 1.553 2.682
H 2.106 -0.210 2.840
H 1.312 1.283 3.167
H 4.243 0.975 2.287
H 3.395 2.515 2.164
H 3.628 1.790 3.728
C 0.378 2.419 0.854
C 0.572 3.425 -0.270
H 0.622 2.856 1.833
H -0.669 2.070 0.928
H 1.626 3.622 -0.435
H 0.128 3.094 -1.203
H 0.098 4.360 0.011
C 2.909 1.273 -0.194
C 3.878 0.094 -0.198
H 3.359 2.171 0.247
H 2.615 1.547 -1.222
H 4.067 -0.266 -1.213
H 4.844 0.393 0.213
H 3.539 -0.755 0.398
C 2.321 -5.070 2.148
S 1.838 -3.454 2.740
C 3.462 -2.670 2.544
O 1.049 -2.931 1.498
H 2.959 -5.549 2.896
H 2.832 -4.965 1.187
H 1.406 -5.647 2.023
H 3.803 -2.751 1.504
H 3.409 -1.618 2.846
H 4.132 -3.203 3.227
```

Properties
E_LUMO: -0.242 Eh
charge: +2
relative energy (zero: lowest compared OMol25 entry of this formula, charge and spin): 0.0 kJ/mol

Atomic partial charges in e from the Mulliken method, atoms 1 to 2: -0.5371, -0.3427

---

[2]
A structure of composition C7H11NO in a non-equilibrium geometry, computed with the ωB97M-V functional and the def2-TZVPD basis.

Structure (XYZ):
```
20
Properties=species:S:1:pos:R:3
C 2.268 -1.206 0.049
C 0.211 0.078 1.038
C -0.121 1.555 0.859
C 0.185 1.739 -0.433
C 0.490 0.343 -0.885
C -0.533 -0.526 -0.180
C -2.030 -0.162 -0.534
H 1.774 -2.118 -0.190
H 3.014 -1.055 -0.702
H 2.819 -1.429 1.032
H 0.294 -0.433 2.022
H -0.387 2.422 1.570
H 0.127 2.603 -1.104
H 0.891 0.289 -1.952
H -0.443 -1.601 -0.311
H -2.061 0.918 -0.293
H -2.293 -0.269 -1.591
H -2.885 -0.317 1.115
N 1.517 0.082 0.169
O -2.837 -0.912 0.319
```

Properties
E_LUMO: 0.033 Eh
relative energy (zero: lowest compared OMol25 entry of this formula, charge and spin): 415.9 kJ/mol

Atomic partial charges in e from the Mulliken method, atoms 1 to 2: -0.9244, 0.0536

---

[3]
A structure of composition C4H12O6PRb in a non-equilibrium geometry, computed with the ωB97M-V functional and the def2-TZVPD basis.

Structure (XYZ):
```
24
Properties=species:S:1:pos:R:3
Rb -0.562 -2.308 1.359
P 0.188 -0.040 3.614
O 0.583 -1.557 3.610
O 0.155 0.478 2.101
O 1.193 0.808 4.399
O -1.272 0.076 4.163
C 1.675 -0.753 -1.906
C 2.061 -0.028 -0.629
O 1.712 -0.745 0.508
H 2.364 -1.603 -2.023
H 1.814 -0.169 -2.820
H 0.637 -1.063 -1.810
H 1.505 0.930 -0.669
H 3.103 0.322 -0.549
H 1.155 -0.170 1.160
C -2.228 0.342 -2.067
C -1.625 1.044 -0.864
O -1.624 0.249 0.275
H -2.656 1.000 -2.827
H -3.095 -0.238 -1.722
H -1.525 -0.337 -2.548
H -2.010 2.061 -0.714
H -0.561 1.228 -1.090
H -0.986 0.469 1.050
```

Properties
E_LUMO: 0.136 Eh
charge: -2
relative energy (zero: lowest compared OMol25 entry of this formula, charge and spin): 81.7 kJ/mol

Atomic partial charges in e from the Mulliken method, atoms 1 to 2: 0.8372, 0.6125

---

[4]
A structure of composition C6H19N5O3Rb in a non-equilibrium geometry, computed with the ωB97M-V functional and the def2-TZVPD basis.

Structure (XYZ):
```
34
Properties=species:S:1:pos:R:3
Rb 2.661 -15.669 -3.342
C -0.849 -12.302 -5.134
O 0.101 -12.324 -4.414
N -1.697 -13.256 -5.320
N -1.255 -11.200 -5.783
H -2.526 -13.110 -5.877
H -1.418 -13.995 -4.690
H -2.134 -11.265 -6.276
H -0.802 -10.308 -5.641
C 7.976 -16.022 -3.815
O 6.991 -15.682 -3.149
N 8.941 -16.693 -3.364
N 8.133 -15.659 -5.017
H 8.892 -17.070 -2.428
H 9.736 -16.948 -3.933
H 7.340 -15.172 -5.410
H 9.035 -15.778 -5.456
C 1.454 -18.085 2.042
C 2.486 -17.085 2.556
C 3.266 -16.266 1.467
O 3.927 -17.096 0.464
C 5.178 -17.566 0.940
N 1.777 -16.138 3.441
H 1.094 -17.673 1.099
H 0.565 -18.404 2.586
H 1.995 -18.938 1.635
H 3.290 -17.561 3.118
H 3.983 -15.760 2.113
H 2.574 -15.494 1.132
H 5.490 -18.227 0.131
H 5.155 -17.992 1.943
H 5.855 -16.714 0.898
H 1.236 -16.671 4.107
H 0.990 -15.738 2.950
```

Properties
E_LUMO: -0.128 Eh
charge: +1
relative energy (zero: lowest compared OMol25 entry of this formula, charge and spin): 332.4 kJ/mol

Atomic partial charges in e from the Mulliken method, atoms 1 to 2: 0.9630, 0.7089

---

[5]
A structure of composition C19H31N2PdS in a non-equilibrium geometry, computed with the ωB97M-V functional and the def2-TZVPD basis.

Structure (XYZ):
```
54
Properties=species:S:1:pos:R:3
C -2.243 -1.880 1.684
C -1.525 -2.419 2.908
C -3.599 -1.242 1.983
C -2.463 -3.002 0.688
H -4.279 -2.040 2.339
H -4.064 -0.823 1.078
H -3.592 -0.471 2.766
H -2.057 -3.283 3.327
H -1.443 -1.662 3.691
H -0.521 -2.732 2.573
H -3.003 -3.816 1.205
H -1.504 -3.411 0.330
H -3.088 -2.698 -0.165
C 0.421 1.185 0.881
C -0.961 1.431 1.071
C -1.342 0.880 2.320
H -1.604 1.923 0.362
C -0.179 0.250 2.890
C 0.905 0.458 1.997
H 1.935 0.128 2.140
H 1.018 1.599 0.069
H -2.346 0.858 2.734
H -0.112 -0.323 3.811
C -0.540 -0.645 -2.596
C -0.828 0.753 -2.588
C -1.990 0.963 -1.793
H -0.296 1.517 -3.159
C -2.430 -0.303 -1.296
C -1.526 -1.309 -1.804
H -1.591 -2.384 -1.640
H 0.274 -1.141 -3.138
H -2.490 1.923 -1.618
H -3.345 -0.487 -0.718
Pd -0.618 -0.584 1.062
C 6.722 1.806 -0.941
C 5.503 1.336 -1.700
N 4.338 1.151 -0.805
C 3.117 0.880 -1.368
S 2.172 -0.462 -0.920
N 2.726 1.733 -2.344
C 3.163 3.166 -2.431
C 3.507 3.572 -3.860
H 6.562 2.798 -0.519
H 7.556 1.868 -1.643
H 7.003 1.121 -0.139
H 5.223 2.074 -2.461
H 5.699 0.396 -2.240
H 4.536 0.536 -0.012
H 1.809 1.528 -2.757
H 2.350 3.815 -2.052
H 4.012 3.307 -1.749
H 2.600 3.733 -4.453
H 4.070 4.511 -3.834
H 4.128 2.825 -4.374
```

Properties
E_LUMO (spin up / spin down): -0.067 / -0.205 Eh
charge: +1
2S+1: 5

Atomic partial charges in e from the Mulliken method, atoms 1 to 2: 1.6249, -1.5244

---

[6]
An isolated molecule of C22H24ClN3O2, computed with the ωB97M-V functional and the def2-TZVPD basis.

Structure (XYZ):
```
52
Properties=species:S:1:pos:R:3
C 4.219 -4.050 2.406
C 3.268 -2.885 2.652
C 1.869 -3.367 3.030
C 0.910 -2.203 3.279
N 0.702 -1.430 2.077
C 0.962 -0.119 1.994
O 1.389 0.561 2.905
C 0.651 0.463 0.593
N -0.787 0.527 0.395
C -1.510 -0.536 0.010
O -1.038 -1.658 -0.107
C -2.970 -0.281 -0.199
C -3.870 -1.125 0.446
C -5.233 -0.962 0.291
C -5.717 0.041 -0.533
C -4.839 0.872 -1.205
C -3.472 0.711 -1.037
Cl -2.398 1.733 -1.936
H -5.205 1.643 -1.864
H -6.780 0.173 -0.663
H -5.917 -1.620 0.805
H -3.475 -1.912 1.070
H -1.217 1.435 0.478
C 1.275 1.854 0.456
C 0.773 2.601 -0.734
C 0.044 3.754 -0.720
N -0.248 4.148 -1.998
C 0.279 3.240 -2.870
C 0.231 3.193 -4.258
C 0.855 2.134 -4.881
C 1.518 1.148 -4.145
C 1.569 1.190 -2.770
C 0.939 2.245 -2.109
H 2.090 0.425 -2.215
H 1.997 0.336 -4.673
H 0.834 2.063 -5.958
H -0.281 3.958 -4.823
H -0.777 4.964 -2.251
H -0.283 4.337 0.121
H 1.058 2.418 1.366
H 2.359 1.730 0.396
H 1.049 -0.226 -0.162
H 0.280 -1.894 1.277
H 1.321 -1.522 4.027
H -0.053 -2.586 3.637
H 1.923 -3.974 3.935
H 1.470 -3.993 2.228
H 3.659 -2.256 3.454
H 3.205 -2.270 1.753
H 4.308 -4.665 3.299
H 3.853 -4.676 1.595
H 5.208 -3.686 2.139
```

Properties
E_LUMO: 0.023 Eh
relative energy (zero: lowest compared OMol25 entry of this formula, charge and spin): 0.0 kJ/mol

Atomic partial charges in e from the Mulliken method, atoms 1 to 2: -1.3871, -0.0103